No. 1
{"formula": "C36H40CsN4O5S6", "method": "ωB97M-V with the def2-TZVPD basis set", "elements": ["C", "C", "S", "C", "H", "S", "C", "H", "O", "S", "C", "C", "H", "N", "H", "O", "C", "C", "C", "H", "H", "H", "C", "H", "H", "S", "N", "N", "H", "C", "H", "C", "C", "H", "C", "C", "H", "H", "C", "H", "H", "C", "C", "H", "C", "H", "C", "O", "C", "H", "C", "O", "H", "H", "H", "H", "H", "N", "C", "C", "C", "C", "H", "H", "H", "H", "H", "H", "C", "C", "H", "H", "H", "H", "H", "S", "C", "C", "H", "H", "O", "C", "C", "H", "C", "S", "Cs", "H", "C", "C", "H", "C"], "xyz": [[3.931, 2.237, 3.651], [5.867, 2.279, 2.069], [-4.595, 0.732, 4.982], [-5.945, -0.223, 4.536], [-4.917, -3.589, -1.954], [-0.061, 1.926, -1.592], [6.414, 2.365, 0.821], [-6.344, -1.764, 3.087], [1.476, -3.571, -1.905], [-0.129, -1.056, -3.477], [0.446, 1.009, 3.124], [-3.593, 0.015, 3.765], [-3.865, -1.518, 2.279], [-3.372, -2.762, -0.794], [0.114, 1.121, -4.451], [2.208, -5.823, 0.253], [-1.281, 1.409, -2.823], [-3.348, -1.428, -0.594], [0.695, 1.892, 5.413], [2.468, 4.492, -2.570], [-3.574, 1.027, -0.178], [-5.102, 0.923, 0.722], [3.150, 1.667, -3.646], [-6.520, -0.954, 0.279], [1.422, -0.297, -5.140], [3.307, 2.320, -1.970], [-0.279, 0.469, 2.127], [2.389, 1.009, 1.705], [0.811, -1.900, -5.534], [-1.456, 0.985, 4.591], [-5.117, 1.103, -1.048], [-5.639, -1.061, 3.511], [-5.694, -2.923, -0.051], [4.049, 0.092, -4.806], [-1.539, 0.174, 2.354], [1.988, 2.195, 5.189], [-4.379, -4.545, -0.579], [-1.266, -2.902, -1.091], [2.086, 3.653, -1.983], [-6.638, -3.446, -0.212], [-2.074, -0.244, 1.507], [8.276, 2.882, 2.094], [-5.838, -1.460, -0.410], [3.135, -2.190, -4.920], [7.790, 2.710, 0.837], [-1.896, 1.176, 5.565], [-4.589, 0.645, -0.204], [-2.306, -0.764, -0.606], [1.442, -4.852, 0.135], [-2.022, -4.344, -0.461], [-0.109, 1.297, 4.384], [1.022, -4.091, 1.062], [0.068, 4.179, -2.430], [0.233, 2.091, 6.373], [2.030, 3.980, -0.942], [-1.499, 0.493, -4.743], [2.127, -2.861, -3.606], [-4.554, -0.796, -0.332], [-2.192, 0.407, 3.587], [-4.600, -3.527, -0.905], [4.485, 1.950, 2.426], [-2.163, -3.508, -1.145], [8.392, 2.824, -0.053], [4.045, 1.004, 0.527], [-2.231, -3.906, -2.157], [-1.801, 2.290, -3.206], [-1.988, 0.808, -2.253], [-6.885, -0.130, 5.056], [1.185, -1.276, -4.719], [2.593, 1.918, 3.919], [2.102, 1.436, -3.831], [-5.425, -3.026, 1.003], [5.846, 2.213, -0.088], [0.764, 3.030, -3.561], [9.281, 3.139, 2.385], [7.059, 2.627, 3.271], [3.648, 1.301, 1.492], [-4.298, -0.922, 3.070], [4.516, 2.728, 4.423], [2.597, 2.649, 5.963], [-0.008, -5.249, -1.747], [-0.720, 0.594, -3.982], [3.965, 0.380, -3.755], [4.981, 0.549, -3.392], [0.918, -4.545, -1.301], [3.275, -1.017, -2.833], [1.053, -1.636, -0.031], [-6.266, -1.360, -1.418], [2.424, -1.945, -4.128], [1.840, 1.319, 2.893], [3.496, 2.409, -4.371], [0.701, 3.290, -2.504]], "forces_ev_per_angstrom": [[0.07, 0.08, 0.05], [0.18, 0.04, 0.05], [0.02, 0.04, -0.11], [0.10, -0.02, 0.02], [-0.02, 0.01, -0.01], [0.06, -0.06, 0.03], [-0.09, 0.02, -0.08], [0.02, 0.02, 0.00], [-0.01, -0.03, -0.24], [-0.05, 0.29, -0.08], [-0.16, 0.07, 0.13], [-0.18, 0.07, 0.11], [0.03, 0.02, -0.02], [-0.01, -0.19, 0.00], [-0.03, 0.04, 0.00], [-0.08, 0.28, -0.02], [0.04, -0.13, 0.10], [0.01, 0.31, -0.09], [0.01, 0.02, 0.02], [0.01, 0.01, 0.02], [0.02, 0.00, 0.01], [-0.02, 0.02, 0.00], [0.04, -0.06, 0.02], [0.00, 0.00, 0.01], [0.01, 0.01, 0.00], [0.02, -0.03, 0.02], [-0.11, -0.07, 0.15], [0.02, -0.02, -0.13], [-0.01, -0.01, 0.00], [-0.03, -0.06, 0.14], [-0.02, 0.01, 0.00], [-0.11, -0.03, -0.04], [0.03, -0.01, -0.01], [0.00, -0.01, 0.00], [0.12, 0.14, -0.07], [-0.01, 0.02, 0.04], [0.01, -0.01, -0.02], [-0.29, 0.13, -0.08], [0.00, 0.04, -0.02], [0.00, -0.01, 0.00], [-0.02, -0.01, 0.04], [-0.10, 0.00, 0.01], [0.02, 0.03, 0.03], [0.00, 0.02, -0.02], [0.09, 0.00, -0.08], [-0.01, 0.00, -0.01], [0.03, -0.08, -0.03], [0.09, -0.14, 0.02], [0.13, -0.80, -0.12], [-0.04, -0.02, -0.01], [0.09, 0.06, -0.11], [-0.13, -0.02, 0.06], [0.00, 0.01, -0.01], [0.01, 0.01, 0.00], [-0.02, 0.00, 0.00], [0.00, 0.00, 0.00], [0.04, -0.02, -0.02], [-0.03, 0.00, 0.06], [-0.01, -0.08, -0.02], [0.04, 0.00, 0.05], [-0.09, -0.01, 0.07], [0.17, -0.11, 0.06], [-0.02, -0.01, 0.01], [-0.01, 0.01, 0.01], [0.01, 0.01, -0.03], [-0.03, 0.00, 0.02], [-0.08, -0.02, 0.00], [0.02, 0.03, 0.02], [0.11, -0.11, 0.08], [-0.06, -0.05, -0.10], [0.00, -0.01, 0.01], [-0.02, 0.03, -0.01], [0.01, 0.00, 0.03], [-0.02, -0.02, -0.01], [-0.02, 0.00, 0.04], [-0.02, -0.06, 0.00], [-0.05, -0.08, -0.09], [0.06, -0.14, -0.12], [0.00, 0.00, -0.01], [-0.01, -0.01, 0.00], [0.15, 0.23, 0.02], [0.01, -0.07, -0.08], [-0.06, 0.04, -0.08], [0.01, 0.01, 0.00], [-0.09, -0.71, 0.08], [0.16, -0.11, -0.02], [-0.01, 1.11, 0.24], [-0.03, 0.00, -0.02], [-0.11, 0.04, 0.04], [0.25, 0.06, 0.09], [-0.01, 0.02, 0.00], [-0.01, 0.07, 0.00]], "relative_energy_kcal_mol": 11.84, "charge": -1, "energy_ev": -119743.1607, "max_force_ev_per_a": 1.14}



No. 2
{"formula": "C36H40EuO3P2S", "method": "ωB97M-V with the def2-TZVPD basis set", "elements": ["H", "O", "H", "H", "H", "H", "P", "C", "H", "C", "C", "C", "C", "C", "C", "C", "H", "C", "H", "C", "H", "H", "H", "H", "H", "C", "C", "C", "C", "H", "H", "C", "C", "H", "H", "H", "C", "H", "H", "H", "C", "H", "O", "C", "C", "H", "H", "C", "H", "C", "C", "C", "O", "C", "C", "C", "H", "H", "C", "H", "H", "H", "H", "C", "H", "S", "C", "H", "H", "H", "H", "Eu", "H", "H", "C", "C", "C", "H", "C", "H", "C", "P", "C"], "xyz": [[2.693, -1.436, 0.610], [0.493, -1.157, -1.252], [-2.280, -1.019, -1.278], [-1.417, 1.007, 2.141], [0.976, -4.859, -9.447], [2.802, 0.006, -13.892], [2.131, 0.236, -8.944], [3.516, 1.894, -13.131], [1.910, -2.693, 1.617], [3.320, 1.946, -7.188], [-0.515, -1.593, -5.909], [-2.335, -0.051, 0.585], [2.484, 4.076, -6.407], [-0.837, -2.430, -7.000], [3.029, 0.014, -2.133], [-2.038, 1.691, -2.442], [-0.248, 2.857, -2.150], [-2.405, -2.497, -4.691], [0.240, 2.641, -8.524], [3.691, 2.680, -11.996], [0.057, -6.461, -11.115], [-3.031, -2.502, -3.777], [-3.153, 2.922, 0.580], [-1.088, -0.935, -3.908], [-2.151, -3.962, -7.758], [0.432, 0.287, -9.452], [-1.080, 2.453, -1.570], [1.322, 3.907, -7.174], [2.163, 1.784, -7.974], [-3.618, 1.746, -0.974], [3.817, 2.268, -14.105], [-3.105, 0.992, -1.595], [1.155, 2.749, -7.946], [2.074, -0.843, -11.675], [-3.874, 0.568, -2.267], [2.612, 4.972, -5.781], [-0.580, -3.386, -9.760], [0.546, 4.676, -7.159], [1.194, -1.044, 1.505], [-3.552, -4.024, -5.709], [-1.563, -5.157, -11.728], [4.400, 3.213, -5.824], [1.500, -3.369, -1.245], [-2.276, 1.146, 1.476], [-0.436, -5.503, -10.966], [-0.288, 3.308, 0.060], [-2.214, -2.093, -10.427], [0.068, -4.609, -10.009], [-2.327, -0.997, 1.147], [-1.296, -1.628, -4.753], [-2.527, -0.106, -0.727], [-1.101, 2.669, -0.252], [-0.526, -2.819, 0.132], [3.316, 2.204, -10.736], [-2.159, 2.529, 0.795], [-2.701, -3.340, -5.765], [-1.567, 1.000, -3.171], [3.758, 0.000, -2.980], [-0.404, -0.747, -9.163], [4.120, 3.674, -12.072], [3.471, -0.432, -1.207], [0.325, -0.892, -5.972], [-3.027, -3.626, -12.141], [-1.911, -3.311, -6.923], [2.728, 1.029, -1.877], [0.718, -2.403, -0.421], [2.560, 0.136, -11.763], [-1.472, -0.674, -9.370], [-1.840, 3.192, 1.603], [0.101, 1.161, -10.028], [-1.952, -5.855, -12.472], [1.503, -1.574, -3.280], [-3.152, 1.150, 2.128], [3.427, 2.844, -9.855], [3.482, 3.093, -6.420], [-2.170, -3.922, -11.529], [2.948, 0.623, -13.011], [-2.521, 2.434, -3.086], [-1.698, -3.043, -10.547], [4.086, 1.171, -7.208], [2.759, 0.925, -10.615], [0.221, -2.274, -8.484], [1.734, -1.833, 0.952]], "forces_ev_per_angstrom": [[-0.26, -0.13, -0.17], [-0.02, -1.08, 0.38], [-0.42, -0.08, 0.47], [0.00, -0.02, -0.08], [-0.40, 0.06, -0.20], [0.00, 0.08, 0.05], [1.27, 0.80, -1.17], [-0.05, -0.16, 0.24], [-0.11, 0.28, -0.25], [-0.50, 0.34, -0.22], [-0.40, -0.33, 0.15], [-0.56, -0.76, 0.43], [-0.05, 0.03, 0.00], [0.00, 0.21, -0.02], [0.34, -0.65, -0.44], [-0.65, 0.35, 0.24], [0.13, -0.05, 0.40], [-0.02, 0.12, 0.50], [0.25, -0.04, 0.12], [-0.04, -0.15, 0.18], [-0.10, 0.20, -0.02], [0.48, -0.05, -0.73], [0.10, -0.16, -0.66], [-0.33, -0.54, -0.57], [0.05, 0.11, 0.07], [-1.88, -1.23, -0.08], [0.40, -0.65, -0.43], [0.34, -0.19, 0.21], [0.32, -0.15, 0.48], [0.19, -0.41, -0.40], [-0.05, -0.05, 0.12], [0.19, 0.16, -0.14], [0.23, 0.53, 0.27], [0.26, 0.31, -0.05], [0.27, -0.01, 0.34], [-0.09, -0.49, -0.40], [0.06, -0.05, 0.02], [0.24, -0.29, 0.00], [0.04, -0.46, -0.46], [0.29, 0.27, 0.03], [0.48, -0.17, 0.33], [-0.55, 0.02, -0.26], [-0.47, 0.78, 0.28], [-0.33, 0.28, -0.32], [-0.17, 0.38, 0.08], [0.32, -0.09, 0.24], [0.14, -0.28, 0.02], [-0.35, -0.08, -0.15], [0.89, 0.26, -0.47], [-0.29, 0.02, -0.01], [-0.44, 0.06, -0.58], [-0.14, 1.12, -1.21], [-0.46, -1.17, 0.48], [-0.08, -0.21, -0.17], [0.03, -0.35, 1.45], [0.17, 0.14, 0.15], [0.15, 0.25, 0.65], [0.31, 0.46, 0.70], [0.49, 2.04, -0.33], [-0.03, -0.09, -0.07], [-0.05, 0.19, -0.82], [-0.20, -0.14, -0.21], [0.29, -0.14, 0.24], [-0.19, 0.23, 0.65], [0.06, 0.14, -0.23], [0.42, 2.05, -0.68], [0.16, 0.34, 0.19], [0.22, 0.15, -0.09], [0.01, 0.07, 0.05], [-0.16, -0.34, 0.32], [0.12, 0.23, 0.18], [0.24, -0.23, 0.84], [-0.05, 0.06, 0.16], [0.04, -0.27, -0.37], [0.19, 0.18, 0.22], [-0.08, 0.25, 0.14], [-0.04, 0.03, 0.23], [-0.14, 0.04, -0.11], [0.22, -0.48, -0.04], [-0.11, 0.17, 0.06], [-0.25, -0.16, 0.54], [0.05, -1.08, -0.47], [0.05, -0.32, 0.19]], "spin_multiplicity": 8, "energy_ev": -92861.4710, "max_force_ev_per_a": 2.25}



No. 3
{"formula": "C36H40IN6O4Pd", "method": "ωB97M-V with the def2-TZVPD basis set", "elements": ["H", "C", "C", "C", "C", "C", "H", "H", "C", "H", "C", "N", "N", "H", "H", "C", "H", "C", "H", "H", "H", "H", "H", "Pd", "H", "O", "H", "C", "C", "H", "C", "C", "H", "H", "C", "C", "H", "C", "C", "O", "H", "H", "H", "C", "C", "N", "H", "C", "C", "H", "C", "H", "H", "C", "H", "C", "H", "C", "C", "C", "C", "H", "N", "H", "C", "H", "H", "O", "C", "C", "C", "H", "C", "H", "N", "H", "H", "N", "H", "C", "H", "H", "C", "H", "O", "C", "H", "I"], "xyz": [[0.055, -3.830, -0.539], [0.416, 1.705, 0.881], [2.161, -4.204, 0.797], [-1.008, -1.269, -2.467], [2.212, -5.548, 0.462], [-1.880, -0.633, 3.264], [0.665, -3.233, 5.938], [-3.634, 7.196, -7.334], [-0.779, -2.204, 4.736], [-1.570, -1.029, -3.360], [-4.486, 6.560, -7.565], [-0.961, -1.785, 3.320], [1.630, -2.325, 4.288], [3.720, 0.853, 0.539], [-0.042, 2.464, 4.032], [-1.556, -2.894, 2.538], [2.944, -0.734, 4.680], [-1.044, 2.317, -1.076], [2.195, -1.432, 6.131], [-4.797, 6.706, -8.592], [-0.924, -3.778, 2.592], [0.378, -3.996, 4.380], [-1.471, 0.189, 3.845], [0.958, -1.429, 2.478], [-1.658, -2.592, 1.500], [0.818, 0.252, 0.364], [-3.361, 2.777, -7.413], [-3.510, 5.368, -5.161], [1.949, 1.936, -1.255], [3.100, -3.523, 5.193], [-3.238, 3.288, -6.469], [2.023, -1.139, 5.091], [3.355, 2.530, 1.013], [-2.010, -0.318, 2.227], [-0.131, 2.533, 2.951], [2.793, -3.232, 4.185], [-5.318, 6.754, -6.891], [-1.976, 2.731, -3.073], [-0.983, 1.150, -1.972], [-4.094, 5.167, -7.484], [1.251, -0.373, 5.060], [-1.062, -3.397, -2.746], [1.816, 1.087, -1.928], [-1.248, 3.496, 1.067], [3.218, -6.001, -0.386], [-1.705, 3.256, -1.833], [4.941, -5.470, -1.550], [-0.115, -2.824, -0.903], [1.748, 1.536, 0.174], [-2.545, -3.141, 2.933], [2.982, 1.500, 1.005], [2.808, 1.167, 2.021], [1.381, -3.849, 1.464], [-0.567, -0.212, -1.653], [-1.984, 4.171, 0.647], [-0.749, -2.577, -2.116], [2.977, 2.271, -1.369], [-0.946, 3.579, 2.373], [-2.713, 2.673, -5.384], [4.154, -5.114, -0.900], [0.156, -0.606, -0.542], [-0.721, -1.308, 5.353], [-1.545, 1.420, -3.109], [-2.858, -0.900, 3.673], [-3.631, 4.653, -6.391], [1.485, -6.245, 0.856], [1.288, 2.742, -1.571], [2.800, -1.448, 1.820], [4.074, -3.766, -0.584], [0.474, -3.032, 4.879], [-0.679, 2.465, 0.232], [4.790, -3.069, -1.001], [3.084, -3.302, 0.273], [3.608, -2.722, 3.685], [0.454, 1.615, 2.268], [-1.867, 4.209, -1.555], [2.525, -4.120, 3.620], [0.320, -1.832, -0.127], [-1.650, -2.774, 5.071], [-2.557, 3.381, -4.147], [-1.396, 4.329, 3.007], [-2.914, 5.298, -3.152], [-2.989, 4.741, -4.077], [-2.399, 1.641, -5.440], [3.103, -1.035, -0.354], [2.988, -1.837, 0.551], [-3.835, 6.395, -5.093], [3.303, -8.016, -0.890]], "forces_ev_per_angstrom": [[-0.02, 0.04, -0.05], [0.25, 0.14, -0.25], [0.18, -0.11, 0.17], [0.00, 0.03, -0.02], [0.02, 0.08, 0.02], [-0.06, 0.00, 0.03], [0.05, -0.02, -0.03], [0.01, -0.01, -0.02], [0.04, -0.04, 0.07], [0.01, -0.02, -0.01], [-0.01, 0.03, 0.05], [0.16, 0.33, -0.35], [-0.08, 0.79, -0.56], [-0.01, 0.14, -0.03], [-0.04, 0.02, 0.00], [-0.04, -0.09, 0.06], [-0.02, 0.01, -0.04], [-0.03, 0.15, 0.30], [0.03, -0.03, -0.02], [0.01, -0.01, 0.00], [0.01, 0.00, -0.02], [0.01, 0.03, -0.04], [0.04, 0.02, 0.00], [-0.24, -1.52, 0.51], [0.00, 0.02, -0.02], [-0.50, 0.19, 0.36], [-0.01, 0.01, 0.00], [-0.03, 0.01, -0.10], [-0.03, -0.08, -0.06], [-0.03, 0.00, -0.01], [-0.01, 0.07, -0.04], [0.09, -0.04, 0.22], [-0.05, 0.04, 0.01], [0.02, -0.02, 0.00], [0.04, -0.10, -0.02], [0.05, -0.08, 0.02], [-0.01, -0.03, 0.00], [0.05, 0.14, 0.14], [0.07, -0.07, -0.22], [-0.01, 0.03, -0.07], [-0.01, -0.02, 0.02], [-0.02, 0.00, 0.02], [0.08, -0.03, 0.04], [0.08, 0.16, 0.03], [0.00, -0.11, -0.05], [-0.14, -0.20, -0.06], [0.00, -0.01, -0.01], [-0.10, 0.00, -0.04], [-0.01, 0.36, 0.09], [0.02, 0.00, 0.02], [0.04, -0.18, 0.11], [-0.02, 0.01, 0.01], [0.00, -0.02, 0.03], [0.04, -0.01, -0.05], [0.01, -0.01, -0.02], [0.03, 0.01, 0.00], [0.01, -0.02, -0.02], [-0.04, 0.06, -0.06], [0.01, 0.05, 0.08], [0.01, 0.07, 0.02], [0.16, 0.33, 0.24], [0.02, 0.02, -0.04], [0.02, -0.01, 0.03], [0.01, -0.02, -0.02], [0.02, -0.04, 0.12], [0.00, 0.00, 0.02], [0.03, 0.01, 0.03], [0.17, -0.06, -0.43], [-0.02, -0.02, -0.07], [-0.11, -0.04, 0.09], [-0.07, -0.34, -0.14], [-0.01, 0.01, 0.00], [-0.02, -0.02, 0.13], [0.00, 0.03, -0.03], [-0.06, 0.14, -0.09], [0.03, 0.02, -0.05], [-0.04, -0.04, -0.05], [-0.25, -0.10, 0.11], [-0.01, 0.04, 0.00], [-0.03, -0.02, -0.09], [0.03, -0.02, 0.04], [0.01, 0.01, 0.00], [0.03, -0.11, 0.01], [0.00, 0.00, 0.01], [0.16, 0.02, -0.26], [0.05, 0.00, 0.34], [0.01, 0.01, -0.01], [0.01, 0.01, 0.01]], "relative_energy_kcal_mol": 19.90, "charge": 3, "energy_ev": -66664.8743, "max_force_ev_per_a": 1.63}